Here is C4H6O2 as an isolated structure at a distorted geometry from OMol25. Energies are from wB97M-V/def2-TZVPD.

```
12
Properties=species:S:1:pos:R:3:forces:R:3
C 1.41160 0.12434 -0.61546 -0.2 -0.4 -0.7
C 0.22218 0.43693 0.89391 -0.4 0.1 1.1
O -0.02515 1.64177 0.92212 -0.2 -0.1 0.4
C -0.45897 -0.51639 0.05635 0.6 0.3 -0.4
C -1.93568 -0.23408 -0.19837 0.1 0.0 -0.5
O -2.72376 -1.11594 -0.45586 0.8 0.4 0.1
H 1.86930 -0.85575 -0.67169 -0.2 -0.1 -0.3
H 2.10217 0.80473 -0.07832 -1.0 -0.4 0.0
H 1.13452 0.59505 -1.54615 -0.2 -0.2 -0.2
H -0.25464 -1.58634 0.09386 0.2 0.3 0.2
H 0.93667 -0.08140 1.55583 0.1 0.3 0.5
H -2.27824 0.78707 0.04378 0.2 -0.1 -0.1
```
Positions in Å, forces in eV/Å.

Summary:
Frontier orbital gap: 8.41 eV

Here is a 6-piece molecular cluster, H11O5S overall at a distorted geometry from OMol25. Energies are from wB97M-V/def2-TZVPD.

```
17
Properties=species:S:1:pos:R:3:forces:R:3
S -1.74823 1.90784 -0.90633 -0.7 0.4 -0.3
H -2.68714 2.90264 -0.70507 0.8 -0.7 -0.1
H 1.98874 1.01184 2.24946 0.1 -0.1 0.2
H 3.06807 0.22460 3.00829 -0.5 0.3 -0.1
O 2.42262 0.94427 3.11343 0.3 -0.2 -0.2
H 1.29773 -1.05607 -0.23345 0.5 -0.5 1.6
H 1.24824 -2.50663 -0.07946 0.0 -0.5 0.4
O 1.49798 -1.75873 0.47325 -0.4 1.0 -1.9
H 0.31960 1.17737 -0.84014 1.8 -1.6 -0.3
H 1.02764 0.68456 -2.12481 0.4 -0.5 2.0
O 1.10183 0.51504 -1.12797 -2.4 2.2 -1.7
H -0.48392 -1.03715 -1.95548 0.1 0.0 0.1
H -1.55605 -1.85514 -2.56352 -2.3 0.0 -0.4
O -0.64316 -1.86647 -2.42799 2.2 0.2 0.4
H -2.54411 0.14572 0.52189 1.2 0.9 3.2
H -1.85179 0.55536 2.04165 0.5 0.8 -0.9
O -2.45806 0.01095 1.55624 -1.7 -1.6 -2.0
```
Positions in Å, forces in eV/Å.

Summary:
Total charge: -1
Frontier orbital gap: 7.41 eV

Here is C14H8N3O7RuS6 as an isolated structure from OMol25. Energies are from wB97M-V/def2-TZVPD.

```
39
Properties=species:S:1:pos:R:3:forces:R:3
Ru -0.00689 -0.72585 1.75457 -0.5 -0.1 0.1
S 5.13205 -0.10363 6.77654 0.0 0.0 0.0
C 3.97873 -0.32794 5.59970 0.1 0.0 0.0
S 2.43228 -1.00946 5.89803 0.0 0.0 0.0
C 1.80035 -0.93394 4.26908 0.0 0.1 0.0
C 2.63970 -0.40153 3.33844 -0.1 0.0 0.1
S 2.29335 -0.30892 1.64731 0.0 0.0 -0.1
S 4.20233 0.09514 3.94969 0.0 0.0 0.0
S 0.23118 -1.55771 3.88086 0.3 0.0 -0.2
N -0.24251 1.29474 2.52981 0.0 0.0 0.0
C -1.33098 1.93005 1.77182 0.0 0.0 -0.1
C -1.19416 1.53756 0.29090 0.0 -0.1 0.1
O -1.62778 2.28797 -0.57329 0.0 0.0 0.0
O -0.63652 0.39625 0.09781 0.3 0.2 0.0
H -0.37696 1.31778 3.53355 -0.1 0.0 0.0
H 0.64914 1.72962 2.30954 0.0 0.0 0.1
H -1.34902 3.01594 1.87084 0.0 0.0 0.0
H -2.27501 1.51734 2.12578 0.0 0.1 0.0
O -0.15052 -2.18941 -0.92956 -0.2 0.0 0.0
C 0.61321 -1.39302 -1.58914 0.2 0.0 0.0
O 1.80972 -1.19946 -1.41255 -0.1 0.0 0.0
C -0.09191 -0.65988 -2.71518 0.0 0.0 0.0
C -1.47118 -0.49528 -2.69710 0.0 0.0 0.0
C -2.11201 0.20945 -3.70653 0.0 0.0 0.0
C -1.38424 0.74406 -4.75532 0.0 0.0 0.0
C -0.00951 0.56486 -4.75548 0.0 0.0 0.0
C 0.65421 -0.11387 -3.74710 0.0 0.0 0.0
N 0.76617 1.12369 -5.86961 0.0 0.0 0.1
O 1.96934 0.94451 -5.88557 0.0 0.0 0.0
O 0.16957 1.74805 -6.73380 0.0 0.0 0.0
H -2.02018 -0.90288 -1.85971 0.0 0.0 0.0
H -3.18302 0.35812 -3.66534 0.0 0.0 0.0
H -1.85365 1.29795 -5.55405 0.0 0.0 0.0
H 1.72907 -0.21626 -3.74285 0.0 0.0 0.0
S -4.79576 -1.29796 2.54212 0.0 0.1 0.0
C -3.19415 -1.13027 2.21874 0.0 -0.1 0.0
N -2.05834 -1.00924 1.99983 0.0 -0.1 0.0
O 0.17516 -3.64105 0.96449 0.1 0.0 0.0
C 0.11872 -2.49553 0.82272 -0.1 0.0 -0.1
```
Positions in Å, forces in eV/Å.

Summary:
Total charge: -2
Spin multiplicity: 2
Frontier orbital gap (spin up / spin down): 6.16 / 6.37 eV

Here is C23H30BrCrO3S5 as an isolated structure at a distorted geometry from OMol25. Energies are from wB97M-V/def2-TZVPD.

```
63
Properties=species:S:1:pos:R:3:forces:R:3
Cr -0.26806 0.62319 -1.01499 0.1 -0.5 -0.4
C -2.05426 -1.30951 0.80961 -0.3 -0.5 -0.9
C -3.13016 -0.37981 0.24341 0.3 0.2 0.1
S -2.63776 0.71659 -1.13809 0.2 -0.3 0.0
C -2.89146 -0.17051 -2.74259 0.0 0.3 0.2
C -1.67606 -0.80341 -3.40909 0.2 -0.1 -0.3
S -0.19156 0.28339 -3.40369 -0.2 -0.4 0.5
C 1.17794 -0.94251 -3.21159 -0.2 -0.2 -0.2
C 2.42154 -0.29951 -2.62639 0.0 0.4 0.0
S 2.11164 0.77209 -1.16209 -0.1 -0.4 0.2
C 2.63604 -0.05301 0.39381 -0.1 0.3 -0.1
C 1.50834 -0.69971 1.17061 -0.4 -0.3 0.2
S 0.02644 0.39949 1.31581 0.1 -0.6 -0.6
H -2.16476 -2.24581 -1.08739 0.1 0.1 0.2
H -2.56756 -2.01301 1.47311 0.0 0.1 -0.1
H -3.45276 0.32069 1.01661 -0.1 -0.1 0.0
H -3.98856 -0.97021 -0.07229 -0.1 0.0 0.0
H -3.29686 0.62329 -3.37329 -0.1 -0.1 0.0
H -3.67036 -0.91951 -2.59109 0.0 0.0 -0.1
H -1.92446 -1.01681 -4.45049 0.0 0.0 0.1
H -1.37496 -1.72861 -2.92609 0.0 0.0 0.0
H 1.40924 -1.35701 -4.19559 0.0 0.1 0.1
H 0.80634 -1.72271 -2.54889 0.0 0.1 -0.2
H 2.86434 0.39459 -3.34319 0.1 -0.1 0.1
H 3.15734 -1.05501 -2.35809 0.0 0.0 -0.1
H 3.07704 0.76689 0.96511 0.1 -0.1 -0.1
H 3.41464 -0.77831 0.16061 0.0 0.0 0.1
H 1.84074 -0.93631 2.18471 0.0 0.1 -0.1
H 1.14534 -1.60371 0.67931 0.1 0.1 0.1
C 1.44214 3.33919 4.87451 0.1 0.0 0.1
C 1.28664 3.44869 3.39601 0.0 0.0 -0.1
C 0.01794 3.46599 2.82281 0.0 0.1 -0.1
C -0.14286 3.56079 1.45481 -0.1 0.3 -0.1
C 0.97794 3.65499 0.64481 0.2 0.0 -0.4
C 2.25384 3.63189 1.18891 0.0 0.0 -0.2
C 2.40044 3.52799 2.56021 -0.1 0.0 0.1
S 0.76184 3.68039 -1.13999 0.4 1.3 1.2
C -0.21016 5.19989 -1.31399 0.1 -0.5 -0.1
O -0.28636 2.58169 -1.30659 -1.1 -1.5 -0.2
H 0.48174 3.43399 5.37221 0.0 0.0 0.1
H 2.10814 4.11339 5.24901 0.0 0.0 0.1
H 1.87914 2.37699 5.13961 0.0 -0.1 0.1
H -0.85436 3.41369 3.45601 -0.1 0.0 0.1
H -1.13136 3.56299 1.01741 -0.1 0.0 0.0
H 3.11494 3.71569 0.54441 0.2 0.0 -0.1
H 3.39064 3.52079 2.98981 0.1 0.0 0.1
H -1.01176 5.22079 -0.58519 0.0 -0.1 0.1
H -0.61436 5.22839 -2.31979 0.0 -0.1 -0.2
H 0.46684 6.03399 -1.16559 0.2 0.1 0.1
Br -0.01146 -8.06711 0.47801 0.0 0.5 0.0
C -0.28916 -6.19051 0.28891 0.0 -0.3 0.2
C -0.73286 -5.44981 1.37571 0.1 -0.3 -0.1
C -1.02096 -4.10521 1.22361 0.0 0.2 -0.2
C -0.89046 -3.49581 -0.01629 0.2 0.3 -0.1
C -0.40976 -4.24731 -1.08809 0.0 0.1 0.2
C -0.09526 -5.58281 -0.94499 0.0 -0.2 0.1
C -1.35816 -2.07801 -0.33719 -1.5 -0.8 0.6
O -1.15416 -0.66351 1.69921 0.4 0.3 0.9
O -0.37016 -1.29991 -0.87689 1.2 2.5 -0.4
H -0.88276 -5.92951 2.32791 0.0 -0.1 0.1
H -1.36906 -3.55301 2.08151 -0.1 0.1 0.2
H -0.31076 -3.78821 -2.06179 0.0 0.0 -0.1
H 0.25634 -6.15641 -1.78689 0.0 -0.1 -0.1
```
Positions in Å, forces in eV/Å.

Summary:
Total charge: +2
Spin multiplicity: 2
Frontier orbital gap (spin up / spin down): 5.91 / 6.52 eV

Here is one molecule with the formula C23H29N3O6S at a distorted geometry from OMol25. Energies are from wB97M-V/def2-TZVPD.

```
62
Properties=species:S:1:pos:R:3:forces:R:3
C 4.12552 1.46604 -0.43710 0.0 0.2 0.2
H 3.39561 1.49960 -1.24209 -0.1 0.0 -0.1
C 3.92368 2.63014 0.53239 0.1 -0.1 -0.3
N 2.63573 2.61792 1.19068 0.0 -0.2 0.4
C 1.45389 2.85180 0.55375 -0.4 0.1 0.1
C 1.36472 3.41093 -0.72907 0.2 0.0 0.1
C 0.14601 3.62352 -1.32897 -0.3 -0.1 0.1
C -1.04156 3.29857 -0.67323 0.2 -0.1 0.2
C -0.97207 2.79097 0.62083 0.2 0.2 -0.3
C 0.24544 2.57097 1.22759 -0.1 0.2 -0.2
N 0.27419 2.03577 2.54562 0.4 0.5 0.0
C -0.38082 0.89960 2.89916 0.1 -0.3 0.0
O -0.62163 0.61081 4.05166 -0.2 -0.1 0.1
C -0.64931 -0.00001 1.72702 -0.1 -0.5 -0.1
C 0.46386 -0.46325 1.03511 0.0 0.0 0.0
C 0.30598 -1.30009 -0.04617 0.5 -0.2 -0.1
C -0.95193 -1.68659 -0.46779 -0.2 0.0 -0.1
C -2.05727 -1.24266 0.23413 0.2 0.0 -0.1
C -1.92792 -0.40566 1.34133 0.2 0.0 0.1
C -3.14563 0.07544 2.06390 0.0 0.1 0.1
H -2.91005 0.32458 3.09471 -0.1 0.0 0.1
H -3.92438 -0.68334 2.04948 -0.1 0.0 0.0
H -3.53698 0.96566 1.56997 -0.1 0.1 0.0
H -3.04568 -1.54778 -0.07677 -0.1 0.0 0.0
H -1.04493 -2.32955 -1.32791 -0.1 -0.1 -0.1
S 1.76261 -1.87350 -0.90189 -0.2 -0.2 0.1
O 2.91799 -1.55319 -0.10422 -0.2 -0.1 0.2
O 1.74476 -1.42048 -2.26016 -0.2 -0.1 -0.2
N 1.48524 -3.53465 -0.91763 -0.1 1.1 0.0
C 2.24757 -4.24770 -1.92704 0.2 -0.3 -0.5
H 3.32236 -4.21315 -1.69779 0.0 0.0 -0.1
C 1.77329 -5.70081 -1.94147 0.0 0.3 -0.1
H 0.71515 -5.73449 -2.24013 0.1 0.0 0.0
O 1.93210 -6.29627 -0.67403 0.2 -0.1 0.0
C 1.21625 -5.59510 0.31313 -0.1 0.3 0.2
H 0.13888 -5.63004 0.09089 0.1 0.0 0.1
C 1.65957 -4.13209 0.39064 0.0 -0.4 0.5
H 2.71104 -4.07185 0.70494 -0.1 0.0 0.0
H 1.04353 -3.57969 1.10237 0.0 -0.1 0.1
H 1.41266 -6.10755 1.25592 -0.1 0.1 0.0
H 2.37006 -6.29504 -2.63453 -0.1 0.1 0.0
H 2.06661 -3.75603 -2.88227 0.1 -0.2 -0.1
H 1.46559 -0.19787 1.33428 0.1 0.1 0.1
H 0.53837 2.65668 3.30154 -0.1 -0.1 0.0
H -1.87921 2.57535 1.16135 -0.1 0.0 0.1
C -2.32846 3.49436 -1.35935 -0.1 0.2 -0.3
O -2.46387 4.03119 -2.43349 0.0 -0.1 0.1
O -3.36269 2.98734 -0.66062 0.1 -0.2 0.3
C -4.65052 3.11587 -1.26024 -0.4 0.1 -0.3
C -5.61888 2.20720 -0.52526 0.4 0.2 -0.1
H -6.60718 2.29557 -0.96686 -0.1 0.0 0.0
H -5.28988 1.17360 -0.59610 0.0 -0.1 0.0
H -5.67499 2.48680 0.52376 -0.1 0.0 0.1
H -4.57565 2.84787 -2.31998 0.0 0.1 0.2
H -4.96627 4.16377 -1.19698 0.1 -0.1 -0.1
H 0.08759 4.03534 -2.32458 0.0 0.0 -0.1
H 2.26452 3.66194 -1.26535 0.1 0.0 -0.1
H 2.56638 1.99177 1.98032 0.0 0.1 0.0
H 4.68289 2.59424 1.31770 -0.1 0.1 -0.1
H 4.03382 3.58295 0.00760 0.1 0.0 0.1
H 5.12155 1.51569 -0.86832 0.1 0.0 -0.1
H 4.01275 0.50856 0.06564 0.0 0.0 0.0
```
Positions in Å, forces in eV/Å.

Summary:
SMILES: CCNc1ccc(C(=O)OCC)cc1NC(=O)c1cc(S(=O)(=O)N2CCOCC2)ccc1C
Frontier orbital gap: 8.57 eV

Here is C42H71N6OPtSiTe as an isolated structure from OMol25. Energies are from wB97M-V/def2-TZVPD.

```
123
Properties=species:S:1:pos:R:3:forces:R:3
Pt -0.10909 -0.57268 2.22765 -0.6 0.4 0.4
N 0.10688 1.32105 3.71846 -0.2 0.1 -0.2
C 0.00760 0.86782 5.10463 0.1 -0.1 0.0
C -0.99444 -0.26611 5.18818 0.0 0.0 0.0
N -0.57873 -1.38935 4.31797 0.4 0.0 0.0
H 0.90709 1.91556 3.54921 0.1 -0.1 0.0
H -0.73703 1.79329 3.41088 0.0 0.0 0.1
H -0.27902 1.66214 5.80160 0.0 0.0 0.0
H 0.99258 0.50443 5.40922 0.0 0.1 0.0
H -1.95382 0.08569 4.81598 0.0 0.0 0.0
H -1.11876 -0.59863 6.22156 0.0 0.0 0.0
H -1.39152 -1.95037 4.08705 0.0 0.0 0.0
H 0.09553 -1.98900 4.77993 -0.1 0.0 0.1
C -2.10828 -4.59956 0.11201 0.0 0.0 0.0
C -1.91837 -3.13981 0.54888 0.0 0.0 0.1
C -2.34027 -2.25093 -0.63060 0.0 0.0 0.0
C -2.91838 -2.85760 1.68466 0.0 0.0 0.0
Si -0.12627 -2.67159 1.13969 0.0 0.1 -0.4
C 0.53487 -4.08316 2.34424 0.0 0.1 0.0
C 1.75484 -3.59911 3.14235 0.0 0.0 0.0
C -0.49846 -4.57877 3.36826 0.0 0.0 0.0
C 0.97489 -5.33334 1.56484 0.0 0.0 0.0
C 1.09303 -2.59880 -0.38774 0.0 -0.1 0.0
C 0.86590 -3.69926 -1.43704 0.0 0.0 0.0
C 2.56978 -2.63665 0.02762 0.0 0.0 0.0
C 0.88308 -1.26531 -1.10775 0.1 0.0 0.1
H -3.13219 -4.72408 -0.25986 0.0 0.0 0.0
H -1.98087 -5.30609 0.93209 0.0 0.0 0.0
H -1.43360 -4.89139 -0.69313 0.0 0.0 0.0
H -3.40567 -2.41508 -0.83566 0.0 0.0 0.0
H -1.79666 -2.48383 -1.54812 0.0 0.0 0.0
H -2.19225 -1.19282 -0.40964 0.0 0.0 0.0
H -3.93860 -3.01559 1.31533 0.0 0.0 0.0
H -2.85378 -1.82639 2.03716 0.0 0.0 0.0
H -2.78322 -3.52779 2.53645 0.0 0.0 0.0
H 1.50881 -2.77033 3.80622 0.0 -0.1 -0.1
H 2.56959 -3.26032 2.50267 0.0 0.0 0.0
H 2.13636 -4.41895 3.76377 0.0 0.0 0.0
H -0.94165 -3.78813 3.97244 0.0 -0.1 0.0
H -0.00654 -5.27184 4.06146 0.0 0.0 0.0
H -1.31580 -5.12265 2.89792 0.0 0.0 0.0
H 1.82135 -5.14198 0.90888 0.0 0.0 0.0
H 0.17266 -5.75447 0.96034 0.0 0.0 0.0
H 1.28708 -6.10385 2.28062 0.0 0.0 0.0
H 0.97220 -4.70773 -1.04140 0.0 0.0 0.0
H 1.60676 -3.58150 -2.23708 0.0 0.0 0.0
H -0.11866 -3.62384 -1.90016 0.0 0.0 0.0
H 2.89258 -3.60582 0.40969 0.0 0.0 0.0
H 2.78743 -1.88079 0.78197 0.0 0.0 0.0
H 3.18987 -2.41517 -0.85080 0.0 0.0 0.0
H -0.15289 -1.07445 -1.35214 -0.1 0.0 -0.1
H 1.45968 -1.26348 -2.04359 0.0 0.0 0.0
H 1.20695 -0.42568 -0.49407 -0.1 0.0 0.0
C -1.81279 3.14314 -8.32915 0.0 0.0 0.0
C -1.68868 2.72987 -6.88797 0.0 0.0 0.0
C -1.11726 1.52277 -6.53024 0.0 0.0 0.0
C -1.02141 1.11378 -5.19860 0.0 0.0 0.0
C -0.37420 -0.22996 -4.95666 0.0 0.0 0.1
C -1.50605 1.95061 -4.18538 -0.1 -0.2 0.0
Te -1.46630 1.30730 -2.13346 0.1 0.3 -0.4
N -1.07493 0.60196 0.73722 0.4 -0.6 0.3
C -2.13158 0.76467 1.46189 0.2 0.1 0.0
O -2.22572 0.24587 2.66227 -0.4 -0.2 -0.1
C -3.30843 1.58168 1.02475 0.0 0.0 0.1
C -4.23895 1.07416 0.12684 0.0 0.0 0.0
C -5.34312 1.82973 -0.23874 0.0 0.0 0.0
C -5.52535 3.10045 0.28900 0.0 0.0 0.0
C -4.60908 3.60594 1.20082 0.0 0.0 0.0
C -3.51149 2.84381 1.57340 0.0 0.0 0.0
C -0.25826 2.92838 -1.51208 0.1 -0.1 0.1
C -0.78846 3.80896 -0.57314 0.0 0.0 0.0
C -0.03971 4.86455 -0.07656 0.0 0.0 0.0
C 1.25834 5.05333 -0.52785 0.0 0.0 0.0
C 1.78641 4.18689 -1.47116 0.0 0.0 0.0
C 1.04920 3.11557 -1.97815 -0.1 0.0 -0.1
C 1.66542 2.22969 -3.02459 0.0 0.0 0.0
C -2.09353 3.18009 -4.53422 0.0 0.1 0.0
C -2.63619 4.13405 -3.50356 0.0 0.0 0.0
C -2.17126 3.54660 -5.87083 0.0 0.0 0.0
H -1.24087 2.48167 -8.97933 0.0 0.0 0.0
H -1.45435 4.16250 -8.47969 0.0 0.0 0.0
H -2.85480 3.11237 -8.65444 0.0 0.0 0.0
H -0.73341 0.86584 -7.30512 0.0 0.0 0.0
H -0.88966 -1.00678 -5.52437 0.0 0.0 0.0
H -0.37854 -0.51635 -3.90700 0.0 0.0 0.0
H 0.66473 -0.21578 -5.29562 0.0 0.0 0.0
H -4.09654 0.08244 -0.28337 0.0 0.0 0.0
H -6.06009 1.42796 -0.94364 0.0 0.0 0.0
H -6.38158 3.69355 -0.00606 0.0 0.0 0.0
H -4.75138 4.59290 1.62335 0.0 0.0 0.0
H -2.79736 3.23365 2.29069 0.0 0.0 0.0
H -1.80509 3.66454 -0.23058 0.0 0.0 0.0
H -0.47410 5.54240 0.64819 0.0 0.0 0.0
H 1.85569 5.87576 -0.15361 0.0 0.0 0.0
H 2.79931 4.33933 -1.82893 0.0 0.0 0.0
H 2.74225 2.39559 -3.08944 0.0 0.0 0.0
H 1.23034 2.43369 -4.00547 0.0 0.0 0.0
H 1.47437 1.17541 -2.81018 0.0 0.0 0.0
H -3.17344 3.60526 -2.71419 0.0 0.0 0.0
H -3.31238 4.85194 -3.96806 0.0 0.0 0.0
H -1.82949 4.69127 -3.02225 0.0 0.0 0.0
H -2.63316 4.49476 -6.12771 0.0 0.0 0.0
C 3.21610 -0.59229 3.97741 0.1 0.1 0.0
N 3.93852 -0.38206 2.73918 -0.1 -0.1 -0.1
C 5.10826 -1.21316 2.51709 0.0 0.0 0.0
C 3.34628 0.32507 1.72195 0.0 0.1 0.0
N 2.06655 0.50626 1.70087 0.1 -0.1 -0.1
N 4.22412 0.79440 0.76287 0.0 0.0 0.0
C 5.42282 1.50335 1.18303 0.0 0.0 0.0
C 3.68852 1.25811 -0.50200 0.0 0.0 0.0
H 3.53150 -1.53681 4.41912 0.0 0.0 0.0
H 2.14524 -0.63115 3.79120 0.0 0.0 0.0
H 3.42245 0.20815 4.69689 0.0 0.0 0.0
H 4.86937 -2.25672 2.74054 0.0 0.0 0.0
H 5.94569 -0.91054 3.15283 0.0 0.0 0.0
H 5.41612 -1.15009 1.47741 0.0 0.0 0.0
H 1.77884 1.18118 0.99860 0.0 0.0 0.0
H 5.63632 1.30605 2.22942 0.0 0.0 0.0
H 5.28740 2.58351 1.05825 0.0 0.0 0.0
H 6.28380 1.19611 0.58522 0.0 0.0 0.0
H 3.29987 2.28025 -0.44218 0.0 0.0 0.0
H 2.89462 0.59757 -0.84357 0.1 0.0 0.0
H 4.48797 1.23908 -1.24423 0.0 0.0 0.0
```
Positions in Å, forces in eV/Å.

Summary:
Spin multiplicity: 2
Frontier orbital gap (spin up / spin down): 6.96 / 6.96 eV

Respective relative energy (zero: lowest compared OMol25 entry of this formula, charge and spin) values: 407.2 167.6 91.8 206.7 81.5 0.0 kJ/mol.